(one)
C7H11NO2 | wB97M-V/def2-TZVPD

Each line ends with the Löwdin charge.
Cartesian coordinates (Å):
C -0.159 1.103 0.572  -0.2824
C -0.765 -1.840 1.260  -0.0280
C -2.182 -1.226 -0.719  -0.0403
C -1.443 -0.989 0.428  -0.5096
C 1.855 0.092 1.070  -0.0670
C -0.062 2.504 0.487  0.0296
C 2.657 -1.060 -0.875  -0.0441
N -1.276 0.424 0.570  0.1897
O 0.898 0.320 0.218  -0.0141
O 2.700 -0.774 0.511  -0.0924
H 0.032 -1.463 1.941  0.0362
H -0.761 -2.844 1.152  -0.0064
H -2.372 -2.234 -1.021  0.0244
H -2.675 -0.327 -1.126  0.0195
H -0.924 2.999 0.246  0.0664
H 0.176 3.060 1.444  0.1388
H 0.821 2.818 -0.148  0.1398
H 1.944 -1.921 -0.998  0.1214
H 3.654 -1.412 -1.182  0.1082
H 2.260 -0.248 -1.344  0.0499
H -2.094 0.990 0.576  0.1605

The HOMO-LUMO gap (spin up / spin down) comes out at 4.9 / 4.8 eV. The net charge is 0. For the HOMO energy (spin up / spin down), the calculation gives -0.202 / -0.199 Eh. The LUMO energy (spin up / spin down) comes out at -0.551 / -0.616 eV.

(two)
C7H11NO2 | wB97M-V/def2-TZVPD

Each line ends with the Löwdin charge.
Cartesian coordinates (Å):
C 1.402 1.858 -0.491  0.0481
C 1.527 0.590 -0.435  -0.2711
C 2.420 -0.547 0.033  -0.0309
C 0.918 -0.755 -0.245  -0.2524
C -0.153 -0.949 0.778  -0.1176
C -1.590 -0.553 0.295  -0.3154
N -2.109 -1.320 -0.813  0.0536
C -1.514 0.931 -0.073  -0.4435
O -1.460 1.317 -1.244  0.0806
O -1.452 1.873 0.930  0.1110
H 2.345 2.398 -0.263  0.0862
H 0.485 2.321 -0.824  0.0522
H 3.130 -0.977 -0.646  0.0879
H 2.828 -0.394 1.043  0.1096
H 0.647 -1.190 -1.209  0.1377
H 0.185 -0.268 1.564  0.1218
H -0.128 -1.981 1.119  0.1177
H -2.300 -0.570 1.151  0.1480
H -1.928 -2.313 -0.773  0.0786
H -1.633 -0.925 -1.665  0.0992
H -1.621 1.453 1.767  0.0989

The HOMO-LUMO gap comes out at 10.1 eV. The net charge is 0. For the HOMO energy, the calculation gives -0.350 Eh. Its SMILES is C=C1C[C@H]1C[C@H](N)C(=O)O. The LUMO energy comes out at 0.595 eV.

Which of them is the most stable? Correct choice: (two).

(one)
C5H7P | wB97M-V/def2-TZVPD

Each line ends with the Löwdin charge.
Cartesian coordinates (Å):
C -0.403 1.176 -0.076  0.0602
C 1.150 1.624 -1.220  -0.3034
C 0.948 -0.784 -0.425  -0.3858
C -0.097 -0.185 0.324  -0.6320
C -1.206 -1.008 0.948  -0.0488
P 2.061 0.201 -1.387  0.8264
H -1.313 1.768 -0.103  0.0608
H 1.396 2.489 -1.766  -0.0475
H 1.124 -1.881 -0.555  0.0587
H 0.459 0.153 1.189  0.1495
H -1.561 -0.444 1.804  0.0815
H -0.610 -1.969 1.093  0.1031
H -1.950 -1.138 0.173  0.0771

The HOMO-LUMO gap (spin up / spin down) comes out at 8.0 / 7.7 eV. The net charge is 0. For the HOMO energy (spin up / spin down), the calculation gives -0.288 / -0.297 Eh. The LUMO energy (spin up / spin down) comes out at 0.197 / -0.375 eV.

(two)
C5H7P | wB97M-V/def2-TZVPD

Each line ends with the Löwdin charge.
Cartesian coordinates (Å):
C -0.265 1.311 -0.078  -0.4279
C 0.756 2.022 -0.052  0.1087
C -1.539 0.638 0.161  -0.1269
C -0.740 -0.704 -0.042  -0.2075
C 0.508 -0.033 -0.528  -0.5733
P 2.233 -0.261 0.122  0.7763
H -1.848 0.790 1.137  0.0857
H -2.295 0.857 -0.640  0.1352
H -0.583 -0.967 1.080  0.1423
H -1.372 -1.402 -0.554  0.0995
H 0.533 0.043 -2.018  0.2241
H 2.455 -1.643 -0.069  -0.1280
H 2.158 -0.651 1.480  -0.1083

The HOMO-LUMO gap comes out at 9.6 eV. The net charge is 0. For the HOMO energy, the calculation gives -0.337 Eh. The LUMO energy comes out at 0.451 eV.

Which of them is the most stable? Correct choice: (one).